--- one ---
Here is 13 unconnected molecules or ions with the total composition H26O13 from OMol25. Energies are from wB97M-V/def2-TZVPD.

XYZ file:
```
39
Properties=species:S:1:pos:R:3:mulliken_charge:R:1
H 0.793 0.585 -0.029 0.492
H -0.618 1.145 -0.115 0.264
H 2.770 -0.123 -4.025 0.291
H 1.311 0.008 -3.619 0.292
H -4.178 1.181 -1.285 0.285
H -3.158 2.030 -0.542 0.302
H -1.262 3.842 0.756 0.292
H -0.954 5.031 1.652 0.312
H 3.159 1.554 -1.240 0.114
H 3.172 0.236 -0.484 0.319
H 0.114 -2.263 -1.060 0.338
H -1.352 -2.599 -0.840 0.289
H -4.359 -1.931 -1.867 0.299
H -3.304 -0.853 -2.054 0.316
H 0.291 1.282 2.134 0.314
H 1.733 1.510 1.711 0.250
H -0.263 -1.565 2.678 0.206
H -0.412 -0.629 1.489 0.400
H 1.308 -3.826 -0.309 0.306
H 2.397 -4.455 0.544 0.284
H -5.155 -0.887 0.195 0.296
H -5.097 0.631 0.161 0.277
H 1.284 -0.984 3.083 0.313
H 1.490 -2.285 3.841 0.318
H 5.880 1.470 -0.383 0.320
H 4.772 2.094 -1.216 0.314
O -0.126 0.364 0.161 -0.763
O 2.206 0.179 -3.304 -0.542
O -3.232 1.357 -1.229 -0.578
O -1.424 4.189 1.641 -0.606
O 2.646 1.033 -0.612 -0.557
O -0.502 -3.005 -1.044 -0.649
O -4.257 -0.979 -1.979 -0.618
O 0.830 1.534 1.376 -0.529
O -0.890 -0.966 2.256 -0.593
O 1.719 -3.771 0.561 -0.564
O -4.616 -0.141 0.480 -0.562
O 1.843 -1.393 3.753 -0.629
O 5.442 1.401 -1.239 -0.612
```

Output
- gap between HOMO and LUMO (eV) = 9.19
- molecular weight (g mol⁻¹) = 234.19
- HOMO (Eh) = -0.33294
- E_LUMO (eV) = 0.13

=====

--- two ---
Here is a molecular structure, H26O13 from OMol25. Energies are from wB97M-V/def2-TZVPD.

XYZ file:
```
39
Properties=species:S:1:pos:R:3:mulliken_charge:R:1
H -0.623 -0.816 -0.384 0.294
H -0.150 -0.280 0.957 0.300
H -1.241 2.427 2.143 0.296
H -1.365 3.683 2.990 0.309
H 4.496 0.412 -1.482 0.301
H 3.369 -0.605 -1.562 0.359
H 2.293 2.300 2.939 0.319
H 2.743 3.748 3.048 0.302
H -3.799 -0.163 -3.016 0.261
H -2.593 0.384 -2.271 0.395
H 3.700 -0.252 1.628 0.408
H 2.359 0.140 1.029 0.062
H -1.059 2.048 -1.951 0.260
H -0.436 0.804 -2.563 0.326
H -1.225 -3.729 3.520 0.305
H -1.202 -4.910 4.477 0.311
H 0.177 -1.816 1.896 0.300
H -0.985 -1.981 0.931 0.347
H -2.668 -1.562 -3.617 0.402
H -3.185 -0.546 -4.622 0.282
H 3.102 1.809 0.977 0.417
H 3.217 1.112 -0.368 0.369
H -4.304 0.834 1.019 0.317
H -4.323 0.253 -0.386 0.323
H 1.779 -0.663 -2.675 0.321
H 1.309 -1.646 -1.615 0.365
O 0.176 -0.647 0.127 -0.650
O -1.733 3.253 2.209 -0.607
O 3.784 0.110 -2.058 -0.693
O 2.321 3.126 2.444 -0.650
O -3.208 -0.357 -2.280 -0.722
O 2.821 -0.601 1.438 -0.618
O -0.605 1.232 -1.715 -0.572
O -0.714 -4.112 4.242 -0.617
O -0.041 -2.152 1.019 -0.642
O -2.537 -1.252 -4.520 -0.608
O 3.232 1.986 0.039 -0.567
O -4.526 0.033 0.531 -0.626
O 1.645 -1.605 -2.517 -0.679
```

Output
- gap between HOMO and LUMO (eV) = 7.26
- molecular weight (g mol⁻¹) = 234.19
- HOMO (Eh) = -0.28040
- E_LUMO (eV) = -0.37

=====

--- three ---
Here is a molecular structure, H26O13 from OMol25. Energies are from wB97M-V/def2-TZVPD.

XYZ file:
```
39
Properties=species:S:1:pos:R:3:mulliken_charge:R:1
O 2.935 1.148 0.852 -0.663
H 2.163 1.210 0.326 0.412
H 3.706 1.300 0.355 0.277
O -0.958 3.831 0.102 -0.737
H -1.301 3.024 0.386 0.510
H -1.017 3.803 -0.830 0.305
O 2.097 -1.366 1.563 -0.830
H 2.295 -1.540 0.683 0.297
H 2.662 -0.453 1.406 0.403
O 1.027 2.285 -2.497 -0.631
H 0.750 3.071 -3.093 0.287
H 1.664 1.593 -2.839 0.298
O -0.407 0.099 -0.118 -0.204
H -0.124 -0.465 0.499 0.266
H 0.125 0.650 -0.376 0.471
O -2.042 1.744 1.082 -0.755
H -2.098 1.654 2.106 0.272
H -1.467 1.091 0.510 0.413
O -1.631 -2.662 1.577 -0.661
H -0.982 -2.266 2.325 0.334
H -1.113 -3.474 1.467 0.334
O -2.353 -2.585 -0.275 -0.736
H -2.153 -2.196 0.564 0.404
H -3.128 -3.243 -0.072 0.266
O 0.266 -1.398 -1.721 -0.783
H -0.334 -0.943 -1.195 0.278
H -0.070 -2.281 -1.925 0.288
O 0.964 2.224 0.158 -0.896
H 1.066 2.268 -0.821 0.444
H 0.235 2.821 0.364 0.231
O -2.313 -0.056 -2.097 -0.571
H -3.143 -0.231 -2.557 0.307
H -2.520 -0.978 -1.549 0.281
O -0.375 -0.810 2.514 -0.738
H -0.391 0.192 2.466 0.239
H 0.527 -0.822 2.196 0.449
O 2.518 -2.348 -0.236 -0.669
H 1.680 -1.962 -0.700 0.484
H 3.254 -1.928 -0.606 0.325
```

Output
- gap between HOMO and LUMO (eV) = 9.89
- molecular weight (g mol⁻¹) = 234.20
- HOMO (Eh) = -0.36956
- E_LUMO (eV) = -0.17

=====

Of them, three has the lowest stability.

=====

--- one ---
Here is CH6N4O2 in the gas phase from OMol25. Energies are from wB97M-V/def2-TZVPD.

XYZ file:
```
13
Properties=species:S:1:pos:R:3:mulliken_charge:R:1
C 0.334 0.365 0.055 0.381
H -2.337 -1.516 -0.978 0.262
H -2.357 -1.040 0.609 0.231
H -1.600 0.943 -0.666 0.232
H 0.383 -1.689 0.254 0.336
H 2.824 -1.157 0.842 0.356
H 1.077 3.193 -0.400 0.368
N -1.642 -1.109 -0.180 -0.695
N -1.033 0.083 -0.350 -0.007
N 0.938 -0.871 0.485 -0.198
N 0.896 1.444 0.348 -0.418
O 2.245 -1.223 0.000 -0.435
O 0.272 2.576 -0.018 -0.414
```

Output
- gap between HOMO and LUMO (eV) = 9.23
- molecular weight (g mol⁻¹) = 106.08
- HOMO (Eh) = -0.30844
- E_LUMO (eV) = 0.83
- SMILES = NN/C(=N\O)NO

=====

--- two ---
Here is CH6N4O2 in the gas phase from OMol25. Energies are from wB97M-V/def2-TZVPD.

XYZ file:
```
13
Properties=species:S:1:pos:R:3:mulliken_charge:R:1
C -0.143 -0.354 0.026 0.473
H 1.006 2.434 -0.746 0.221
H 0.795 2.158 0.888 0.195
H 1.774 0.213 0.085 0.274
H -1.580 1.090 -0.226 0.322
H -2.558 -1.308 0.332 0.341
H 1.570 -2.745 0.240 0.379
N 0.556 1.890 -0.049 -0.535
N 0.877 0.516 -0.293 -0.094
N -1.432 0.154 0.212 -0.216
N 0.095 -1.624 0.060 -0.522
O -2.405 -0.635 -0.348 -0.415
O 1.446 -1.788 -0.182 -0.424
```

Output
- gap between HOMO and LUMO (eV) = 9.08
- molecular weight (g mol⁻¹) = 106.08
- HOMO (Eh) = -0.30179
- E_LUMO (eV) = 0.87
- SMILES = NN/C(=N\O)NO

=====

--- three ---
Here is 3 unconnected molecules or ions with the total composition CH6N4O2 from OMol25. Energies are from wB97M-V/def2-TZVPD.

XYZ file:
```
13
Properties=species:S:1:pos:R:3:mulliken_charge:R:1
C 0.571 -0.673 0.021 0.747
N -2.029 -0.658 -0.166 -0.571
N -1.494 1.489 0.206 -0.290
N 3.024 0.341 -0.073 -0.500
N -1.284 0.207 0.549 -0.065
O 0.404 -1.758 -0.432 -0.517
O 1.178 0.286 0.197 -0.393
H -1.551 -1.096 -0.938 0.295
H -2.285 -1.404 0.489 0.297
H -0.828 2.048 0.650 0.243
H -2.140 1.626 -0.556 0.260
H 3.130 -0.373 -0.767 0.243
H 3.303 -0.036 0.819 0.251
```

Output
- gap between HOMO and LUMO (alpha / beta) (eV) = 5.60 / 5.60
- molecular weight (g mol⁻¹) = 106.08
- HOMO (alpha / beta) (Eh) = -0.24939 / -0.24938
- E_LUMO (alpha / beta) (eV) = -1.19 / -1.19

=====

Of them, three has the lowest stability.

=====

--- one ---
Here is a molecular structure, C22H32BN7Sn from OMol25. Energies are from wB97M-V/def2-TZVPD.

XYZ file:
```
63
Properties=species:S:1:pos:R:3:mulliken_charge:R:1
H -1.019 -2.598 2.929 0.564
N 0.671 -1.716 1.952 0.306
B 3.035 -1.008 1.232 0.140
N 2.017 -1.676 2.233 -0.096
C 2.215 -2.357 3.386 -0.028
Sn -0.075 -0.810 0.174 1.164
H 3.182 -2.468 3.837 0.501
C 0.987 -2.847 3.843 -1.123
H 0.817 -3.453 4.715 0.436
C 0.040 -2.400 2.929 -0.218
H 4.186 -1.182 1.596 -0.067
C -1.050 2.935 -1.890 -0.987
H -1.703 2.528 -2.685 0.298
H -0.771 2.013 -1.180 0.013
H -0.134 3.371 -2.368 0.289
N 2.815 0.566 1.245 0.169
N 2.933 -1.428 -0.301 0.086
N 1.630 1.194 0.898 -0.199
N 1.798 -1.244 -1.064 0.218
C 3.743 1.486 1.554 -0.012
C 3.881 -1.929 -1.109 -0.119
H 4.718 1.118 1.855 0.426
H 4.844 -2.228 -0.735 0.476
C 3.175 2.750 1.433 -1.037
C 3.384 -2.043 -2.391 -1.050
C 1.845 2.523 1.018 -0.355
C 2.092 -1.563 -2.351 -0.352
H 3.674 3.691 1.634 0.394
H 3.889 -2.479 -3.236 0.443
H 1.069 3.270 0.818 0.463
H 1.410 -1.424 -3.186 0.441
H -1.660 3.655 -1.291 0.326
C -6.728 0.382 -0.923 -1.668
C -5.465 0.111 -0.142 0.269
C -5.429 0.529 1.199 -0.410
C -4.270 0.328 1.959 0.068
C -4.307 0.720 3.411 -1.598
C -3.165 -0.271 1.360 -0.451
C -3.233 -0.910 0.094 1.404
C -4.364 -0.546 -0.713 -0.333
N -2.173 -1.760 -0.228 -0.094
C -2.218 -2.613 -1.429 1.088
C -3.538 -3.405 -1.459 -1.644
C -2.083 -1.821 -2.750 -1.110
C -0.994 -3.532 -1.307 -1.667
H -7.550 -0.209 -0.495 0.382
H -7.079 1.424 -0.850 0.399
H -6.656 0.116 -1.987 0.362
H -6.352 0.907 1.663 0.493
H -4.576 1.775 3.579 0.406
H -5.064 0.126 3.944 0.368
H -3.355 0.539 3.916 0.349
H -2.231 -0.296 1.919 0.186
H -4.375 -0.725 -1.796 0.325
H -4.389 -2.760 -1.711 0.460
H -3.518 -4.224 -2.189 0.461
H -3.702 -3.840 -0.474 0.399
H -1.114 -1.291 -2.857 0.052
H -2.134 -2.556 -3.568 0.500
H -2.910 -1.116 -2.949 0.211
H -1.069 -4.323 -2.080 0.515
H -0.054 -2.944 -1.475 0.466
H -0.995 -3.988 -0.300 0.305
```

Output
- gap between HOMO and LUMO (alpha / beta) (eV) = 5.35 / 5.68
- molecular weight (g mol⁻¹) = 524.07
- HOMO (alpha / beta) (Eh) = -0.52889 / -0.52977
- E_LUMO (alpha / beta) (eV) = -9.04 / -8.74
- net charge = +2

=====

--- two ---
Here is a molecular structure, C22H32BN7Sn from OMol25. Energies are from wB97M-V/def2-TZVPD.

XYZ file:
```
63
Properties=species:S:1:pos:R:3:mulliken_charge:R:1
H 0.643 2.679 -0.596 0.592
N 0.020 1.167 -1.995 0.425
B -0.505 -0.217 -4.093 0.001
N -0.147 1.094 -3.347 -0.014
C 0.169 2.288 -3.843 -0.068
Sn -0.256 -0.493 -0.854 0.409
H 0.134 2.454 -4.880 0.546
C 0.539 3.120 -2.788 -1.306
H 0.843 4.124 -2.849 0.495
C 0.450 2.390 -1.628 -0.124
H -0.428 -0.112 -5.278 -0.014
C -1.414 -2.171 0.489 -1.237
H -1.354 -2.102 1.586 0.427
H -0.650 -2.920 0.083 0.358
H -2.369 -2.415 -0.020 0.604
N -2.004 -0.582 -3.706 0.181
N 0.428 -1.335 -3.548 -0.085
N -2.314 -0.711 -2.374 -0.225
N 0.543 -1.679 -2.235 0.497
C -3.111 -0.802 -4.481 -0.001
C 1.245 -2.147 -4.234 -0.163
H -3.134 -0.726 -5.574 0.454
H 1.386 -2.030 -5.259 0.560
C -4.146 -1.125 -3.595 -1.128
C 1.825 -3.036 -3.341 -1.191
C -3.596 -1.083 -2.308 -0.243
C 1.346 -2.757 -2.083 0.000
H -5.148 -1.360 -3.863 0.435
H 2.524 -3.796 -3.561 0.501
H -4.134 -1.335 -1.386 0.437
H 1.505 -3.292 -1.142 0.383
H -1.776 -1.101 0.470 0.383
C -0.174 0.629 6.003 -1.655
C -0.327 1.007 4.553 0.227
C -1.116 2.134 4.235 -0.554
C -1.295 2.503 2.886 0.144
C -2.149 3.693 2.572 -1.730
C -0.657 1.763 1.896 -0.139
C 0.246 0.691 2.151 0.723
C 0.326 0.303 3.526 -0.160
N 0.901 0.104 1.075 0.456
C 2.239 -0.588 1.270 1.296
C 3.121 0.141 2.299 -1.672
C 2.091 -2.033 1.679 -1.149
C 2.979 -0.477 -0.047 -1.244
H 0.320 1.416 6.590 0.360
H -1.142 0.429 6.481 0.381
H 0.439 -0.276 6.081 0.346
H -1.584 2.723 5.002 0.504
H -3.164 3.565 2.961 0.398
H -1.759 4.619 3.014 0.372
H -2.220 3.866 1.494 0.336
H -0.784 2.045 0.848 -0.154
H 0.850 -0.621 3.808 0.237
H 2.738 0.057 3.331 0.437
H 4.153 -0.279 2.323 0.434
H 3.204 1.209 2.071 0.417
H 1.577 -2.609 0.907 -0.001
H 3.063 -2.518 1.810 0.485
H 1.549 -2.160 2.618 0.107
H 3.843 -1.160 -0.089 0.424
H 2.307 -0.722 -0.896 0.135
H 3.308 0.553 -0.220 0.352
```

Output
- gap between HOMO and LUMO (alpha / beta) (eV) = 5.34 / 5.33
- molecular weight (g mol⁻¹) = 524.07
- HOMO (alpha / beta) (Eh) = -0.48532 / -0.48515
- E_LUMO (alpha / beta) (eV) = -7.87 / -7.87
- net charge = +2

=====

Of them, two has the lowest stability.